<one>
C5H7NO2S | ωB97M-V/def2-TZVPD

## Properties
- Lowest unoccupied orbital energy: 0.01757 Eh
- Orbital gap: 8.6 eV
- HOMO: -8.099 eV

```
! RIJCOSX wB97M-V def2-TZVPD def2/J DEFGRID3
* xyz 0 1
C -0.2942 -0.4490 -1.5990
C -1.2393 -0.0783 1.0021
C 1.0749 0.6311 0.6847
C 0.1490 -0.5921 0.7163
C -0.7374 0.8440 -1.4897
N 2.1465 0.4355 -0.0332
O 3.0953 1.2809 -0.1815
O 0.0830 -1.2465 -0.5814
S -1.3740 1.4157 0.0058
H -0.2954 -1.0894 -2.5121
H 2.0142 -0.3734 -0.6924
H -2.0306 -0.6589 0.5498
H -1.3652 -0.0394 2.1805
H 1.1097 1.2948 1.5713
H 0.4715 -1.3690 1.3918
H -0.9461 1.3902 -2.4212
*
```



<two>
C5H7NO2S | ωB97M-V/def2-TZVPD

## Properties
- Lowest unoccupied orbital energy: 0.02288 Eh
- Orbital gap: 9.8 eV
- HOMO: -9.191 eV

```
! RIJCOSX wB97M-V def2-TZVPD def2/J DEFGRID3
* xyz 0 1
C 2.0519 -0.1739 0.0711
C -0.1521 0.3314 1.2587
C -1.6301 -0.0738 -0.5765
C -1.2144 1.0349 0.3678
C 0.6289 0.2725 -0.0341
N -0.3174 -0.7401 -0.7602
O 2.1978 -1.5213 -0.2234
O 3.0355 0.4483 0.3734
S 0.1597 1.9253 -0.5312
H 0.5012 0.9394 1.9185
H -0.5167 -0.4791 1.7524
H -2.3406 -0.7842 -0.2882
H -1.8950 0.2381 -1.5757
H -2.1352 1.5044 0.6585
H 1.5819 -2.0388 -0.7268
H 0.0445 -0.8830 -1.6843
*
```



The most stable of them is <two>.



<one>
C28H26IIrN7O2S3 | ωB97M-V/def2-TZVPD

## Properties
- Lowest unoccupied orbital energy (alpha / beta): -0.28767 / -0.28689 Eh
- Orbital gap (alpha / beta): 5.3 / 5.3 eV
- HOMO (alpha / beta): -13.160 / -13.156 eV
- <S²>: 1.066

```
! RIJCOSX wB97M-V def2-TZVPD def2/J DEFGRID3
* xyz 2 2
Ir -0.2700 -1.1810 0.7896
C -0.0307 3.3168 4.3139
S 1.6166 2.5798 4.4954
C 1.5206 1.3477 3.1873
S 1.9000 2.1032 1.7229
N 1.2716 0.1392 3.5061
N 1.1097 -0.9097 2.7761
C 1.7113 -2.0286 2.9816
C 1.4753 -3.1489 2.1051
C 2.0529 -4.3987 2.3448
C 1.8680 -5.4265 1.4385
C 1.1117 -5.1781 0.2991
C 0.5460 -3.9227 0.1375
N 0.7127 -2.9390 1.0128
H -0.1101 4.0775 5.0844
H -0.7920 2.5553 4.4597
H -0.1066 3.7803 3.3340
H 2.4525 -2.1339 3.7700
H 2.6357 -4.5474 3.2391
H 2.3059 -6.3986 1.6081
H 0.9495 -5.9436 -0.4426
H -0.0751 -3.7101 -0.7262
C 4.6143 -0.3071 1.1610
C 4.0657 0.1496 -0.1448
N 4.8160 0.7848 -0.9796
C 4.4158 1.2379 -2.1535
C 3.1104 1.0626 -2.5751
C 2.7151 1.5080 -3.9690
O 1.5373 2.2772 -3.9982
C 2.2122 0.3624 -1.7354
C 0.8854 0.1195 -2.1702
N -0.1035 -0.4898 -1.5586
C -1.3152 -0.5819 -2.1620
C -1.6209 -0.2554 -3.4857
C -2.8773 -0.4439 -4.0133
C -3.9141 -1.0418 -3.2551
C -3.7137 -1.3565 -1.9616
C -2.4470 -1.0046 -1.2584
I -2.1127 -2.1935 2.4106
C 2.6743 -0.1357 -0.4741
O 1.9771 -0.7854 0.3428
H 5.6853 -0.1309 1.1841
H 4.4077 -1.3682 1.2919
H 4.1469 0.2282 1.9861
H 5.1673 1.7058 -2.7723
H 2.5085 0.6155 -4.5713
H 3.5487 2.0433 -4.4305
H 1.7342 3.1864 -3.7482
H 0.6727 0.5595 -3.1381
H -0.8521 0.1125 -4.1469
H -3.0666 -0.1853 -5.0415
H -4.8501 -1.2714 -3.7386
H -4.4657 -1.8631 -1.3771
N -5.0835 4.1068 0.9428
C -5.0943 2.8523 0.5022
S -6.5043 2.1127 0.0270
C -3.8438 2.0789 0.4841
C -2.7842 2.3247 1.3636
C -1.6998 1.4719 1.3554
N -1.6016 0.4119 0.5540
C -2.5996 0.1814 -0.3169
C -3.7115 0.9984 -0.3863
H -5.9484 4.6271 0.9823
H -4.2294 4.5953 1.1605
H -2.8158 3.1290 2.0795
H -0.8760 1.6317 2.0339
H -2.1265 -1.8641 -0.6455
H -4.4949 0.7707 -1.0906
*
```



<two>
C28H26IIrN7O2S3 | ωB97M-V/def2-TZVPD

## Properties
- Lowest unoccupied orbital energy (alpha / beta): -0.30148 / -0.31301 Eh
- Orbital gap (alpha / beta): 4.9 / 4.5 eV
- HOMO (alpha / beta): -13.060 / -13.055 eV
- <S²>: 0.912

```
! RIJCOSX wB97M-V def2-TZVPD def2/J DEFGRID3
* xyz 2 2
Ir 1.1670 0.8787 1.0845
C 2.4693 5.8538 2.2170
S 2.5339 4.6903 3.6065
C 1.9169 3.2451 2.8169
S 2.7608 2.6546 1.4174
N 0.9319 2.6341 3.3704
N 0.4605 1.5198 2.8590
C -0.5060 0.9227 3.5625
C -1.1992 -0.2200 3.1794
C -2.2315 -0.7726 3.9810
C -3.1559 -1.7052 3.6044
C -3.2333 -2.5003 2.4235
C -2.2243 -2.8022 1.5586
N -0.9529 -0.7887 1.9367
H 2.9957 6.7460 2.5386
H 1.4275 6.0878 2.0138
H 2.9472 5.4276 1.3401
H -0.7572 1.3807 4.5109
H -2.3565 -0.3139 4.9505
H -3.9646 -1.8709 4.3023
H -4.1782 -3.0062 2.2696
H -1.9797 -3.3850 -0.4816
C -0.4180 4.8270 -1.4512
C -1.1600 3.5563 -1.6560
N -2.0002 3.4395 -2.6265
C -2.6624 2.3244 -2.9000
C -2.4835 1.1729 -2.1575
C -3.2377 -0.0895 -2.5067
O -2.4598 -1.2556 -2.3311
C -1.6310 1.2238 -1.0307
C -1.6103 0.1620 -0.0839
N -0.7615 0.0897 0.8939
C -0.9302 -2.1855 1.7103
C -2.3996 -3.7976 0.4444
C -1.7119 -5.0843 0.7695
C -0.4256 -5.2159 1.1767
C 0.5182 -4.2077 1.4613
C 0.2807 -2.8508 1.6565
I 2.0413 -1.7128 2.2060
C -0.9247 2.4448 -0.7361
O -0.1545 2.6187 0.2374
H -0.7554 5.5619 -2.1748
H 0.6551 4.6724 -1.5606
H -0.5945 5.1923 -0.4401
H -3.3615 2.3852 -3.7198
H -3.6180 -0.0169 -3.5286
H -4.0956 -0.1778 -1.8293
H -1.9451 -1.4185 -3.1273
H -2.3835 -0.6003 -0.1574
H -3.4593 -3.9788 0.2679
H -2.2928 -5.9830 0.6210
H -0.0430 -6.2226 1.2856
H 1.5376 -4.5427 1.5958
N 5.2061 -1.5589 -4.2641
C 4.0327 -2.0041 -3.8241
S 3.4071 -3.4336 -4.4037
C 3.2909 -1.2305 -2.8179
C 3.6561 0.0548 -2.4077
C 2.9465 0.6855 -1.4027
N 1.9036 0.1344 -0.7747
C 1.5059 -1.0688 -1.2152
C 2.1522 -1.7691 -2.2084
H 5.7163 -2.0991 -4.9474
H 5.6469 -0.7253 -3.9083
H 4.4836 0.5826 -2.8520
H 3.2410 1.6749 -1.0846
H 0.6319 -1.5076 -0.7531
H 1.7943 -2.7417 -2.5065
*
```



The most stable of them is <one>.



<one>
C5H7NOS2 | ωB97M-V/def2-TZVPD

## Properties
- Lowest unoccupied orbital energy: 0.00133 Eh
- Orbital gap: 9.2 eV
- HOMO: -9.149 eV

```
! RIJCOSX wB97M-V def2-TZVPD def2/J DEFGRID3
* xyz 0 1
C 0.0867 0.4937 0.7017
C -1.1199 -2.9940 1.7451
C 0.4482 1.0877 -1.5595
C 0.6943 2.2553 -0.5723
C 0.4287 -0.1475 -0.6474
N 0.2622 1.7696 0.7323
O -0.3317 -0.2740 1.6218
S -0.9108 -1.3000 -0.8740
S -1.5882 -1.5389 1.1574
H -1.6781 -3.4506 2.5755
H -0.1387 -3.4052 1.5298
H -0.4862 1.2995 -1.9116
H 1.0542 1.0474 -2.3281
H 1.6934 2.4168 -0.6005
H 0.1774 3.2006 -1.0066
H 1.4083 -0.4602 -0.5634
*
```



<two>
C5H7NOS2 | ωB97M-V/def2-TZVPD

## Properties
- Lowest unoccupied orbital energy: -0.01470 Eh
- Orbital gap: 8.1 eV
- HOMO: -8.456 eV

```
! RIJCOSX wB97M-V def2-TZVPD def2/J DEFGRID3
* xyz 0 1
C 0.5038 1.7996 -0.6526
C -0.7378 1.4385 -0.9099
C 1.1576 0.7482 0.1792
C -1.1023 0.2562 -0.0759
C 0.5957 -2.3191 0.1107
N 0.2192 -0.1630 0.3570
O 0.3212 -1.3274 1.0599
S 2.7638 0.4106 0.4249
S -2.2062 0.8836 1.3092
H 1.2101 2.4837 -1.0548
H -1.4807 1.9949 -1.4218
H -1.6706 -0.5927 -0.4962
H 1.2891 -1.7729 -0.5479
H -0.3490 -2.6154 -0.3501
H 0.9451 -3.1503 0.7214
H -1.4590 1.9253 1.3468
*
```



The most stable of them is <two>.



<one>
C9H6N4 | ωB97M-V/def2-TZVPD

## Properties
- Lowest unoccupied orbital energy: -0.01611 Eh
- Orbital gap: 9.0 eV
- HOMO: -9.460 eV

```
! RIJCOSX wB97M-V def2-TZVPD def2/J DEFGRID3
* xyz 0 1
C -1.6824 0.8154 -2.4738
C -1.3396 1.7243 -1.2763
C -0.5127 1.0312 -0.2868
C 0.9774 -0.7271 0.3928
C 2.0968 -0.0386 0.8883
C 2.9342 -0.6611 1.8604
C 2.5527 -1.9196 2.2668
C 0.6857 -2.0684 0.8901
C -2.5980 2.1064 -0.5588
H -0.9683 2.4533 -1.8578
H -0.2912 1.1853 0.5901
H 2.4771 0.9083 0.7243
H 3.6502 -0.1631 2.2991
H 3.2006 -2.2881 3.2048
H -0.4135 -2.6748 0.3853
N -1.9152 0.1013 -3.4324
N 0.1047 -0.1281 -0.5404
N 1.5701 -2.5858 1.7983
N -3.5223 2.4704 -0.0485
*
```



<two>
C9H6N4 | ωB97M-V/def2-TZVPD

## Properties
- Lowest unoccupied orbital energy: -0.00572 Eh
- Orbital gap: 9.0 eV
- HOMO: -9.150 eV

```
! RIJCOSX wB97M-V def2-TZVPD def2/J DEFGRID3
* xyz 0 1
C -1.1753 0.7457 1.3827
C -0.8687 -0.5250 1.9162
C -1.0156 -1.6125 0.8599
C -0.1565 -0.4075 -0.9660
C 1.1750 -0.1571 -0.6181
C 1.8793 0.8345 -1.3358
C 1.2661 1.4688 -2.4593
C -0.6390 0.2713 -2.1142
C 0.4447 -0.8204 2.5441
H -1.6462 -0.6403 2.6926
H -1.2329 -2.5925 1.2025
H 1.7012 -0.6891 0.1538
H 2.9291 1.0799 -1.0987
H 1.7723 2.2061 -3.0082
H -1.6872 0.0154 -2.4642
N -1.5018 1.8253 1.1121
N -0.9068 -1.4470 -0.3645
N 0.0272 1.1711 -2.8177
N 1.3393 -1.2876 3.1078
*
```



The most stable of them is <two>.



<one>
H4NO2PS | ωB97M-V/def2-TZVPD

## Properties
- Lowest unoccupied orbital energy: -0.00905 Eh
- Orbital gap: 8.6 eV
- HOMO: -8.816 eV

```
! RIJCOSX wB97M-V def2-TZVPD def2/J DEFGRID3
* xyz 0 1
N 0.6919 1.2017 -1.2091
O -0.8007 4.2448 2.0594
O -0.2560 3.4234 -0.1857
P 0.0463 3.2450 1.4527
S 0.1609 2.8346 -1.6136
H 1.4042 0.8103 -1.8668
H -0.0746 0.5616 -1.5382
H -2.5968 1.0014 2.0278
H -2.2441 0.2646 2.0742
*
```



<two>
H4NO2PS | ωB97M-V/def2-TZVPD

## Properties
- Lowest unoccupied orbital energy (alpha / beta): -0.03061 / -0.03060 Eh
- Orbital gap (alpha / beta): 9.4 / 9.4 eV
- HOMO (alpha / beta): -10.232 / -10.231 eV

```
! RIJCOSX wB97M-V def2-TZVPD def2/J DEFGRID3
* xyz 0 1
N -0.0576 1.9453 0.0166
O 0.8166 -0.8864 -1.5088
O -1.6504 -0.1467 0.1757
P -0.1453 0.3994 0.1109
S 0.5384 -0.4774 1.9274
H 0.9420 2.2422 0.0854
H 0.7322 -0.2394 -2.2991
H -1.4773 -1.0483 -0.1728
H 0.3014 -1.7887 1.6646
*
```



<three>
H4NO2PS | ωB97M-V/def2-TZVPD

## Properties
- Lowest unoccupied orbital energy: 0.00713 Eh
- Orbital gap: 10.0 eV
- HOMO: -9.835 eV

```
! RIJCOSX wB97M-V def2-TZVPD def2/J DEFGRID3
* xyz 0 1
N 0.4700 -0.9972 -0.5052
O -1.3193 1.3860 -0.8827
O -0.2228 -0.0475 1.8088
P 0.8922 -0.5552 1.0218
S 2.7626 -0.6565 1.4977
H -0.3765 -0.5940 -0.8900
H 1.1943 -1.2446 -1.1599
H -2.2140 1.0301 -0.9137
H -1.1865 1.6789 0.0232
*
```



The most stable of them is <three>.



<one>
CINOS | ωB97M-V/def2-TZVPD

## Properties
- Lowest unoccupied orbital energy: -0.09660 Eh
- Orbital gap: 7.4 eV
- HOMO: -10.078 eV

```
! RIJCOSX wB97M-V def2-TZVPD def2/J DEFGRID3
* xyz 0 1
C -1.1991 -0.3362 -0.2183
N -1.8923 -0.4631 -1.1573
O -0.4497 -0.2474 0.7586
S 1.0649 1.0296 1.0737
I 2.4762 0.0171 -0.4567
*
```



<two>
CINOS | ωB97M-V/def2-TZVPD

## Properties
- Lowest unoccupied orbital energy (alpha / beta): -0.15588 / -0.15662 Eh
- Orbital gap (alpha / beta): 5.4 / 5.4 eV
- HOMO (alpha / beta): -9.637 / -9.618 eV

```
! RIJCOSX wB97M-V def2-TZVPD def2/J DEFGRID3
* xyz 0 1
C -0.0651 -0.4610 0.0360
N -0.6162 -1.3827 -0.4356
O 0.5231 0.3980 0.6190
S 0.5995 2.6355 -0.5795
I -0.3068 4.0093 1.0259
*
```



The most stable of them is <one>.



<one>
C5H11NO | ωB97M-V/def2-TZVPD

## Properties
- Lowest unoccupied orbital energy (alpha / beta): 0.14214 / 0.13992 Eh
- Orbital gap (alpha / beta): 3.4 / 6.8 eV
- HOMO (alpha / beta): 0.494 / -3.035 eV
- <S²>: 0.753

```
! RIJCOSX wB97M-V def2-TZVPD def2/J DEFGRID3
* xyz -1 2
C 2.4798 0.1118 0.1084
C 1.0610 0.7383 0.0428
N -0.0956 -0.1051 -0.2022
C -0.7037 0.1811 -1.5320
C -1.1725 -0.1576 0.7873
C -2.0568 -1.3674 0.9185
O -2.6947 -1.5598 2.0099
H 2.3921 -0.9201 0.4482
H 2.8306 0.1917 -0.9111
H 3.0552 0.6793 0.8298
H 0.8149 1.3097 0.9559
H 1.0260 1.5984 -0.6393
H -1.1546 -0.7383 -1.9025
H -1.5321 0.9077 -1.3943
H 0.0242 0.7108 -2.1359
H -1.8008 0.7631 0.7142
H -0.6445 -0.2247 1.7557
H -1.8284 -2.1190 0.1464
*
```



<two>
C5H11NO | ωB97M-V/def2-TZVPD

## Properties
- Lowest unoccupied orbital energy (alpha / beta): 0.04798 / 0.04798 Eh
- Orbital gap (alpha / beta): 3.8 / 3.8 eV
- HOMO (alpha / beta): -2.456 / -2.454 eV
- <S²>: 0.779

```
! RIJCOSX wB97M-V def2-TZVPD def2/J DEFGRID3
* xyz -1 2
C 0.9133 -2.8687 -0.9445
C 1.3017 -1.7392 -0.0541
C 1.2175 -0.4366 -0.5086
C 1.6847 0.6815 0.1534
C -2.8243 4.4447 2.0017
N -1.7245 5.0298 2.4841
H -0.0983 -3.2187 -0.6837
H 1.5197 -3.7828 -0.9449
H 0.7299 -2.4542 -1.9205
H 1.7272 -1.9943 0.9145
H 0.5990 -0.2203 -1.3931
H 2.3704 0.5618 0.9810
H 1.3979 1.6499 -0.1991
H -2.8728 3.3942 1.6033
H -3.6061 5.0194 1.5123
H -2.3335 4.7162 3.3510
H -0.1952 -4.6481 -3.5373
O 0.1934 -4.1346 -2.8155
*
```



<three>
C5H11NO | ωB97M-V/def2-TZVPD

## Properties
- Lowest unoccupied orbital energy (alpha / beta): 0.11686 / 0.11514 Eh
- Orbital gap (alpha / beta): 2.7 / 5.0 eV
- HOMO (alpha / beta): 0.530 / -1.879 eV
- <S²>: 0.766

```
! RIJCOSX wB97M-V def2-TZVPD def2/J DEFGRID3
* xyz -1 2
C 1.0065 -1.1467 0.6841
N -1.6681 0.3020 1.2513
C -1.1758 -0.0510 -0.0307
C -0.1484 -0.9786 -0.2687
C 0.1083 -1.5574 -1.5565
C -0.2230 -1.0800 -2.7963
H 0.9071 -0.6049 1.6325
H 1.2235 -2.2026 0.8787
H 1.9749 -0.7271 0.3226
H -1.1152 0.5017 2.0710
H -2.6023 0.0094 1.5204
H -1.5314 0.5522 -0.8403
H 0.7036 -2.4693 -1.4257
H -0.6849 -0.1059 -2.8568
H 0.1647 -1.5917 -3.6760
H 1.5262 4.0343 1.1681
H 0.5210 3.7733 2.3147
O 1.0134 3.3425 1.6076
*
```



<four>
C5H11NO | ωB97M-V/def2-TZVPD

## Properties
- Lowest unoccupied orbital energy (alpha / beta): 0.13680 / 0.13449 Eh
- Orbital gap (alpha / beta): 3.6 / 5.9 eV
- HOMO (alpha / beta): 0.142 / -2.215 eV
- <S²>: 0.760

```
! RIJCOSX wB97M-V def2-TZVPD def2/J DEFGRID3
* xyz -1 2
C -1.7590 -1.0722 1.7753
N 0.8716 -0.1910 1.2348
C -0.0479 -0.3382 0.1344
C -1.3510 -0.6526 0.3729
C 0.0335 -0.2842 -2.3471
C 0.5460 0.1500 -1.0755
H -0.8513 -1.4338 2.2769
H -2.1008 -0.3378 2.4839
H -2.6540 -1.7842 1.7757
H 1.8005 0.2173 0.7832
H 0.7999 -1.2772 1.5811
H -2.1079 -0.8776 -0.3859
H -0.9646 -0.6748 -2.5417
H 0.5046 0.3114 -3.1612
H 1.6724 0.2907 -0.9741
H 1.7179 3.2381 0.0135
H 1.8419 2.3859 -1.4643
O 2.0484 2.3300 -0.4819
*
```



The most stable of them is <one>.



<one>
C2H10N2O2 | ωB97M-V/def2-TZVPD

## Properties
- Lowest unoccupied orbital energy: 0.03225 Eh
- Orbital gap: 10.3 eV
- HOMO: -9.454 eV

```
! RIJCOSX wB97M-V def2-TZVPD def2/J DEFGRID3
* xyz 0 1
C 1.7674 0.2405 0.4271
N 1.5779 -0.7198 -0.6049
O 0.9173 1.3606 0.1874
O 1.2831 2.4811 0.9694
H 0.4515 2.7538 1.3761
H 1.7902 -0.3128 -1.5085
H 0.6085 -1.0470 -0.6185
H 1.5279 -0.2101 1.3981
H 2.8074 0.5963 0.4360
C -1.9578 -0.1781 -0.2386
N -1.3098 -1.4653 -0.4461
H -1.7624 -1.9725 -1.1999
H -1.3797 -2.0336 0.3923
H -1.4190 0.3583 0.5402
H -1.8870 0.3991 -1.1594
H -3.0157 -0.2506 0.0493
*
```



<two>
C2H10N2O2 | ωB97M-V/def2-TZVPD

## Properties
- Lowest unoccupied orbital energy: 0.00371 Eh
- Orbital gap: 8.2 eV
- HOMO: -8.068 eV

```
! RIJCOSX wB97M-V def2-TZVPD def2/J DEFGRID3
* xyz 0 1
C 1.3569 -1.0096 -0.0032
C 0.5001 1.1373 0.7555
N 0.2217 -0.0822 -0.0199
H 0.2896 0.3133 -1.9745
H 1.5500 -1.3242 1.0407
H 1.5400 1.4010 1.0178
H 0.2133 2.0271 0.1668
H 2.2655 -0.5266 -0.4046
H 1.1018 -1.9127 -0.5833
H -0.1215 1.1783 1.6681
N -1.4057 -0.5099 -0.4568
O -2.0471 0.8224 -0.5753
O -1.7936 -1.0001 0.6733
H -0.6713 -1.5102 0.9761
H -2.7442 1.1361 0.0398
H -0.2557 -0.1401 -2.3204
*
```



The most stable of them is <one>.



<one>
C2H10N2O2 | ωB97M-V/def2-TZVPD

## Properties
- Lowest unoccupied orbital energy: 0.02759 Eh
- Orbital gap: 10.3 eV
- HOMO: -9.595 eV

```
! RIJCOSX wB97M-V def2-TZVPD def2/J DEFGRID3
* xyz 0 1
C -0.6365 -1.4873 1.0724
N -0.1871 -1.6256 -1.6397
C 0.5715 -0.8278 -0.8042
N 0.4392 -0.7098 0.4491
H -1.6124 -1.0741 0.8595
H -0.6089 -2.5224 0.7917
H -0.4304 -1.4958 2.1409
H -0.3732 -1.2489 -2.5510
H -0.5864 -2.5012 -1.3674
H 1.4543 -0.4437 -1.3139
H 0.9193 2.4335 1.6609
H 0.4763 1.0281 1.2835
O 0.2671 1.7607 1.9008
H -0.3202 1.9293 -0.1847
H 0.5822 2.2891 -1.3233
O -0.3491 2.1388 -1.1312
*
```



<two>
C2H10N2O2 | ωB97M-V/def2-TZVPD

## Properties
- Lowest unoccupied orbital energy: 0.03592 Eh
- Orbital gap: 9.6 eV
- HOMO: -8.622 eV

```
! RIJCOSX wB97M-V def2-TZVPD def2/J DEFGRID3
* xyz 0 1
C -2.3172 -0.7083 0.3655
N -1.4705 0.1886 -0.3956
O -1.3525 1.4850 0.1863
H -2.0231 2.0327 -0.2437
H -0.6658 -0.2459 -0.8732
H -2.3244 -1.6676 -0.1487
H -3.3264 -0.2942 0.3991
H -1.9645 -0.8522 1.3914
C 2.4602 0.6552 -0.1647
N 1.3805 -0.1395 0.3775
O 1.2125 -1.3411 -0.4178
H 1.7838 -1.9996 0.0001
H 0.3511 0.2988 0.3928
H 2.5430 1.5591 0.4377
H 2.3115 0.9275 -1.2170
H 3.4018 0.1015 -0.0898
*
```



The most stable of them is <one>.